46
Properties=species:S:1:pos:R:3 method="wB97M-V/def2-TZVPD" energy_ha=-8725.3122 e_homo_ev="0.1922 / -0.1261" multiplicity=2 lumo_ev="3.89 / 3.89" orbital_gap_ha="0.1359 / 0.1475" total_charge=-2
Ir 1.0210 -1.0847 -0.0725
Br -4.2413 -2.5332 -1.1773
C -3.4687 -1.6814 0.3344
C -4.3233 -1.2399 1.3472
C -3.8196 -0.6377 2.4611
Br -5.0319 -0.0466 3.8111
C -2.4193 -0.4553 2.6196
C -1.8214 0.1546 3.7471
C -0.4630 0.2688 3.8148
C 0.3239 -0.2089 2.7519
N -0.2122 -0.7586 1.6837
C -1.5658 -0.9026 1.5947
C -2.0790 -1.5412 0.3756
O -1.2737 -1.9228 -0.5212
H -5.3901 -1.3808 1.2384
H -2.4525 0.5140 4.5490
H 0.0230 0.7187 4.6699
H 1.4028 -0.1572 2.7769
S 1.0360 -3.3118 0.6512
S 2.5885 -3.8274 1.9724
S 4.1121 -2.4064 1.5949
S 3.5987 -1.5713 -0.1927
S 1.6332 -1.6537 -2.6046
C 0.3634 -1.0816 -3.5037
N -0.9187 -1.1246 -3.0216
C -1.9969 -0.6111 -3.6477
C -1.9005 -0.0470 -4.8790
C -0.6109 -0.0202 -5.4766
C 0.4744 -0.5141 -4.8221
H -1.0468 -1.5326 -2.0762
H -2.9243 -0.6867 -3.0963
H -2.7727 0.3592 -5.3670
H -0.4886 0.4119 -6.4634
H 1.4663 -0.4788 -5.2502
S 0.0301 0.9637 -0.9454
O 3.5246 1.0599 2.9028
C 3.2229 1.6708 1.9057
C 3.8500 3.0185 1.4975
C 2.8818 3.5376 0.4411
C 1.9845 2.3330 0.2603
O 1.0489 2.4212 -0.6364
N 2.2099 1.3084 1.0095
H 4.8472 2.8222 1.1021
H 3.9498 3.6583 2.3731
H 3.3433 3.8097 -0.5087
H 2.2850 4.3881 0.7767



42
Properties=species:S:1:pos:R:3 method="wB97M-V/def2-TZVPD" energy_ha=-13451.4348 e_homo_ev=-13.7403 lumo_ev=-8.56 orbital_gap_ha=0.1904 total_charge=+2
Re -0.3459 0.6213 0.7475
Br 4.4561 -4.6346 -1.6861
C 3.4792 -3.1215 -1.1705
C 4.1565 -1.9573 -0.7835
C 3.4647 -0.8279 -0.4045
C 2.0711 -0.8487 -0.3779
O 1.4196 0.2487 -0.0095
C 1.3808 -2.0161 -0.7746
C -0.0311 -1.9896 -0.9555
N -0.8438 -1.0874 -0.4889
C -2.0785 -0.9072 -1.1884
C -2.9652 -1.8488 -1.6240
C -4.0486 -1.4441 -2.4405
C -4.2006 -0.1429 -2.8313
C -3.2894 0.8463 -2.3831
C -3.3326 2.2165 -2.7241
C -2.3959 3.0799 -2.2107
C -1.4361 2.6036 -1.3127
N -1.3689 1.3218 -0.9797
C -2.2577 0.4416 -1.5294
C 2.1048 -3.1451 -1.1908
H 5.2382 -1.9498 -0.7900
H 3.9831 0.0753 -0.1139
H -0.4508 -2.7321 -1.6328
H -2.8483 -2.8928 -1.3610
H -4.7561 -2.1913 -2.7721
H -5.0190 0.1457 -3.4773
H -4.1042 2.5775 -3.3928
H -2.3982 4.1298 -2.4643
H -0.7265 3.2724 -0.8411
H 1.5799 -4.0326 -1.5208
Se -2.5847 3.3216 2.8384
Sb -0.6328 2.6237 4.0184
Se -2.2678 0.9112 1.9264
Se 1.0148 1.9629 2.1851
Se -0.0909 1.6730 6.0414
C -1.0397 -1.8586 2.8643
C 0.0886 -1.2349 2.0999
O 1.2081 -1.5806 2.0654
H -0.6867 -2.8029 3.2775
H -1.9011 -2.0148 2.2163
H -1.3273 -1.1866 3.6726



96
Properties=species:S:1:pos:R:3 method="wB97M-V/def2-TZVPD" energy_ha=-27689.3349 e_homo_ev=-9.4762 lumo_ev=-0.16 orbital_gap_ha=0.3425 total_charge=0
C -2.2982 4.8894 1.7660
S -1.5891 3.8035 0.4893
O -2.7312 3.4219 -0.3753
O -0.4754 4.4216 -0.2405
P -0.9996 1.9300 1.5199
C -0.8167 1.0580 -0.0822
C 0.5164 0.2859 -0.2682
O 0.4474 -0.9970 0.2923
C 1.7808 1.0798 0.1206
N 2.0896 1.0875 1.5544
O -0.6513 0.4799 2.4399
N -0.5719 0.8172 3.7821
O 0.3739 0.3331 4.2833
H -1.5821 4.8931 2.6030
H -2.5020 5.8908 1.3901
H -3.2202 4.4241 2.1272
H 0.0478 2.6338 2.1563
H -2.2905 1.9563 2.1072
H -1.6895 0.4228 -0.2522
H -0.8287 1.8021 -0.8856
H 0.5910 0.1331 -1.3526
H 0.8968 -1.0067 1.1457
H 2.6114 0.5949 -0.4072
H 1.7311 2.1077 -0.2617
H 2.3293 2.0068 1.8905
H 2.8172 0.4285 1.7817
C -2.3757 5.3998 -3.2999
Cl -2.2859 6.0748 -4.9332
Cl -4.0230 4.8363 -2.9893
Cl -1.2732 4.0149 -3.1545
Cl -1.9174 6.6459 -2.1338
C 2.0840 -6.6334 4.2120
Cl 2.4703 -5.2946 3.1163
Cl 1.5146 -8.0155 3.2669
Cl 3.5467 -7.0873 5.0888
Cl 0.8216 -6.1363 5.3412
C -5.3339 0.7556 -1.7017
Cl -3.8869 1.5962 -2.2653
Cl -6.6015 1.9408 -1.3516
Cl -5.8970 -0.3413 -2.9694
Cl -4.9579 -0.1736 -0.2321
C 2.6790 0.0269 -3.9885
Cl 3.1596 -0.4413 -2.3446
Cl 2.0656 -1.3886 -4.8375
Cl 1.4024 1.2480 -3.8935
Cl 4.0675 0.7012 -4.8471
C -5.6300 7.3621 -0.2354
Cl -5.5443 8.0491 -1.8642
Cl -7.2656 6.7537 0.0648
Cl -4.4776 6.0245 -0.0885
Cl -5.2463 8.6184 0.9525
C 6.7625 -7.6030 7.4898
Cl 7.4554 -8.6493 8.7350
Cl 6.1191 -8.6104 6.1748
Cl 5.4492 -6.6470 8.1870
Cl 8.0123 -6.5177 6.8751
C 2.0642 -5.2203 -3.5361
Cl 1.0871 -4.8153 -4.9601
Cl 1.1264 -6.2842 -2.4759
Cl 3.5495 -6.0358 -4.0614
Cl 2.4521 -3.7339 -2.6813
C -8.6598 4.8331 3.4764
Cl -7.3956 4.5610 4.6835
Cl -8.2506 3.9614 1.9926
Cl -10.2053 4.2394 4.0989
Cl -8.7876 6.5661 3.1408
C 6.5246 -5.5953 -2.3243
Cl 5.4613 -6.6482 -1.3803
Cl 6.5319 -6.1304 -4.0147
Cl 5.9604 -3.9233 -2.2124
Cl 8.1657 -5.6932 -1.6737
C -6.4555 -3.9911 0.3899
Cl -5.9479 -3.1963 -1.1044
Cl -7.1261 -5.5852 0.0181
Cl -5.0589 -4.1723 1.4606
Cl -7.6863 -3.0035 1.1884
C -3.0352 -4.3741 -4.9838
Cl -1.9819 -5.6848 -4.4044
Cl -4.2257 -3.9348 -3.7406
Cl -2.0581 -2.9486 -5.3674
Cl -3.8780 -4.9218 -6.4394
C 2.1407 5.7062 -5.9413
Cl 1.0062 5.0047 -4.7818
Cl 2.3869 4.5784 -7.2832
Cl 1.4806 7.2258 -6.5620
Cl 3.6900 6.0186 -5.1437
C 1.5046 6.6489 2.6340
Cl 0.1360 6.4474 3.7437
Cl 1.0614 7.7815 1.3544
Cl 2.8999 7.2725 3.5215
Cl 1.9102 5.0866 1.9178
C 8.9397 -7.0875 2.3535
Cl 7.9014 -7.7611 3.6159
Cl 8.3109 -5.5329 1.7782
Cl 10.5666 -6.8355 3.0016
Cl 9.0139 -8.2293 1.0047



50
Properties=species:S:1:pos:R:3 method="wB97M-V/def2-TZVPD" energy_ha=-4048.0382 e_homo_ev=-3.6824 lumo_ev=3.65 orbital_gap_ha=0.2695 total_charge=-2
Zn 0.5874 0.2845 0.1162
O 1.5830 2.3664 -3.1487
C 0.9638 1.9099 -2.1980
O 1.3814 0.9103 -1.4977
C -0.3849 2.5577 -1.8566
C -0.6491 3.7242 -2.5391
C -1.8281 4.4393 -2.3501
C -2.7970 3.9848 -1.4727
C -2.5623 2.8066 -0.8142
C -1.3539 2.0425 -0.9257
O -1.2110 0.9994 -0.2085
N -3.6287 2.3517 0.0779
O -3.9014 1.1711 0.1113
O -4.2199 3.2072 0.7257
N -2.0573 5.6693 -3.0732
O -3.1204 6.2548 -2.9027
O -1.1845 6.0798 -3.8219
H 0.0973 4.0733 -3.2372
H -3.7094 4.5372 -1.3124
N 0.0813 -1.6662 0.7598
C -0.3478 -2.7804 -0.0521
C -1.5635 -2.7156 -0.7232
C -2.0057 -3.8146 -1.4427
C -1.2385 -4.9725 -1.5087
C -0.0079 -5.0098 -0.8751
C 0.4380 -3.9175 -0.1403
S -1.8862 -6.4281 -2.3442
O -2.3647 -5.9323 -3.6268
O -0.7499 -7.3373 -2.4300
O -2.9491 -6.8899 -1.4591
H 0.9259 -1.8986 1.2873
H -0.6485 -1.4428 1.4306
H -2.1488 -1.8035 -0.6737
H -2.9533 -3.7863 -1.9647
H 0.5842 -5.9117 -0.9562
H 1.3930 -3.9476 0.3735
C 4.3330 -0.5659 4.0667
N 3.3947 0.3240 3.4089
C 3.3674 1.6560 3.7227
C 2.5490 2.5150 3.1081
C 1.6729 2.0131 2.0523
O 0.8882 2.7257 1.4447
N 1.7604 0.6714 1.7456
C 2.5727 -0.1898 2.3969
O 2.6331 -1.3972 2.1517
H 4.4633 -0.2517 5.1023
H 5.3036 -0.5608 3.5652
H 3.9333 -1.5744 4.0380
H 4.0485 1.9567 4.5092
H 2.5164 3.5627 3.3610